C2H2O2S2 | ωB97M-V with the def2-TZVPD basis set

Highest occupied orbital energy, eV: -9.69
Gap between HOMO and LUMO, eV: 8.458
Energy above the lowest of the compared OMol25 structures with the same formula, charge and spin, kcal/mol: 88.71
Max |F|, Eh/bohr: 0.0437
LUMO, eV: -1.2291
Total charge: 0

Geometry as XYZ:
```
8
Properties=species:S:1:pos:R:3:forces:R:3
C 1.0426 -1.3646 -0.9122 0.6 -0.4 -0.3
C 1.6046 -0.3238 0.0085 -1.1 0.6 -1.9
O -1.4330 1.6644 -0.5244 -0.5 -0.6 0.3
O -2.9072 0.5672 1.1370 0.1 0.1 0.0
S 0.0946 -1.2156 0.4505 -0.1 0.1 0.8
S -2.3246 0.5850 -0.1677 0.3 0.7 -0.4
H 2.5069 -0.5660 0.5497 0.1 0.4 0.1
H 1.4161 0.6533 -0.5414 0.7 -0.8 1.4
```
Forces are in eV/Å.